Entry 1:
Molecular formula: C2H6O2S
Method: DFT, wB97M-V/def2-TZVPD

Last column: Mulliken charge in e.
Cartesian coordinates (Å):
O1 -4.3436 0.0803 -1.2452  -0.45
C1 -5.2509 0.7255 -1.6686  0.24
O2 -6.5523 0.5140 -1.3694  -0.42
H1 -5.1786 1.4623 -2.4775  0.30
H2 -6.6281 0.1788 -0.4680  0.33
C2 5.1795 -0.4018 2.4092  -0.69
S1 4.8169 -0.4546 0.6284  -0.19
H3 4.6666 -1.1745 2.9701  0.25
H4 6.2378 -0.5804 2.5559  0.26
H5 4.8836 0.5877 2.7412  0.26
H6 6.0094 -0.0944 0.1502  0.11

Atomic forces in eV per Å
O 0.25 0.33 0.49
C -0.40 -0.83 -0.82
O -0.01 0.88 0.23
H 0.07 0.11 0.10
H 0.10 -0.50 -0.01
C 0.33 0.36 -0.31
S -0.42 -0.46 -0.15
H -0.36 -0.06 -0.25
H 0.14 0.19 0.10
H 0.16 -0.08 0.43
H 0.14 0.05 0.18

Output
Total charge: 0
Energy above the lowest of the compared OMol25 structures with the same formula, charge and spin (kJ/mol): 39.0
Maximum force (eV/A): 1.2
E (eV): -17101.1166
E_HOMO (eV): -9.007

Entry 2:
Molecular formula: ClN2O10
Method: DFT, wB97M-V/def2-TZVPD

Last column: Mulliken charge in e.
Cartesian coordinates (Å):
N1 0.0523 0.0808 3.0548  0.94
O1 -0.3828 1.2166 3.3921  -0.63
O2 -0.9267 -0.5383 2.5982  -0.60
O3 1.1043 -0.5148 3.3263  -0.71
N2 -0.3770 -1.6958 -2.7564  0.91
O4 -1.4996 -1.3018 -2.3188  -0.62
O5 0.4960 -2.0920 -2.0871  -0.53
O6 -0.0945 -1.9727 -3.9739  -0.76
Cl1 0.3033 1.3491 -0.2445  1.69
O7 0.4367 2.2175 0.8806  -0.69
O8 1.2949 0.3087 -0.1919  -0.65
O9 -1.0493 0.8323 -0.3369  -0.59
O10 0.6425 2.1105 -1.3425  -0.74

Atomic forces in eV per Å
N -5.15 -0.41 0.92
O 3.53 1.79 1.51
O 0.49 -2.84 -1.47
O 0.99 1.26 0.13
N -2.13 -1.60 -2.36
O 1.19 -0.04 -1.33
O 3.16 -0.55 5.78
O -2.38 1.56 -2.79
Cl -0.61 -2.46 2.50
O -0.18 0.53 1.50
O -0.22 -0.82 0.69
O 0.90 0.43 0.03
O 0.40 3.14 -5.11

Output
Total charge: -3
Energy above the lowest of the compared OMol25 structures with the same formula, charge and spin (kJ/mol): 309.8
Maximum force (eV/A): 6.6
E (eV): -35958.1464
E_HOMO (eV): 2.124

Entry 3:
Molecular formula: C4H12IO2
Method: DFT, wB97M-V/def2-TZVPD

Last column: Mulliken charge in e.
Cartesian coordinates (Å):
I1 9.7333 5.9315 8.7316  -0.85
C1 6.1368 5.5984 12.4470  -1.12
C2 7.1614 5.5002 11.3355  -0.13
O1 6.8657 4.3358 10.5450  -0.54
H1 5.1231 5.6713 12.0243  0.29
H2 6.1793 6.5408 13.0363  0.33
H3 6.1458 4.6792 13.0297  0.27
H4 8.1812 5.4120 11.7728  0.22
H5 7.1580 6.3201 10.6555  0.35
H6 7.2866 4.4959 9.6909  0.27
C3 12.9601 3.6808 5.3144  -1.13
C4 12.1473 4.8491 5.6887  0.05
O2 10.9485 4.7526 4.9830  -0.52
H7 12.3728 2.7722 5.3881  0.29
H8 13.8213 3.6553 5.9138  0.36
H9 13.3185 3.8146 4.2913  0.26
H10 12.7607 5.7670 5.4864  0.15
H11 12.0186 4.7390 6.8005  0.14
H12 10.2353 4.7546 5.6704  0.32

Atomic forces in eV per Å
I -0.05 -0.12 -0.21
C -1.04 0.68 -0.46
C 0.45 -1.05 0.43
O -0.17 0.19 0.43
H 0.19 -0.26 -0.20
H 0.61 -0.80 -0.01
H 0.15 0.21 0.41
H -0.48 0.10 -0.33
H 0.03 1.03 -0.15
H 0.31 -0.08 -0.03
C 0.31 -0.37 -1.62
C 0.78 0.10 1.72
O -1.70 0.57 0.80
H 0.08 -0.21 0.08
H 1.30 -0.38 1.02
H -0.11 -0.35 -0.22
H -0.94 -0.31 0.10
H -0.37 0.75 -0.91
H 0.65 0.29 -0.84

Output
Total charge: -1
Energy above the lowest of the compared OMol25 structures with the same formula, charge and spin (kJ/mol): 60.6
Maximum force (eV/A): 2.0
E (eV): -16540.3518
E_HOMO (eV): -4.003

Entry 4:
Molecular formula: C9H4F3NO4S
Method: DFT, wB97M-V/def2-TZVPD

Last column: Mulliken charge in e.
Cartesian coordinates (Å):
O1 0.3144 2.7337 0.1782  -0.50
C1 0.1567 1.5035 0.0865  0.31
C2 1.3283 0.5059 -0.3075  0.10
C3 2.8446 0.7217 -0.5172  -0.37
C4 3.7256 -0.5177 -0.9152  -0.36
C5 3.1015 -1.9529 -1.0914  -0.38
C6 1.5521 -2.1540 -0.9118  -0.36
C7 0.7228 -0.9111 -0.5297  0.26
C8 -0.8281 -0.7166 -0.2391  0.32
O2 -1.6795 -1.6082 -0.4460  -0.54
N1 -0.9982 0.6256 0.3314  0.16
S1 -2.5792 1.3153 0.3551  1.03
O3 -2.6242 2.7805 0.6560  -0.58
O4 -3.3692 1.0902 -0.9097  -0.59
C9 -3.5139 0.4479 1.7563  0.67
F1 -4.4553 -0.4359 1.2114  -0.17
F2 -4.0658 1.4283 2.6002  -0.18
F3 -2.5347 -0.2436 2.5416  -0.23
H1 3.2733 1.7676 -0.3531  0.36
H2 4.8541 -0.3632 -1.0771  0.32
H3 3.7379 -2.8558 -1.3626  0.34
H4 1.0369 -3.1613 -1.0564  0.37

Atomic forces in eV per Å
O -1.48 -4.63 -0.10
C 3.28 1.87 -0.19
C 1.62 -3.57 -1.22
C -1.80 -3.03 -0.25
C -3.39 -0.45 0.54
C -2.67 3.22 0.87
C 1.48 3.55 0.51
C 2.41 1.90 0.22
C 0.31 -3.88 -1.13
O 2.49 4.03 1.24
N -0.85 0.56 -0.80
S -4.03 4.73 -4.16
O 1.53 -4.14 0.51
O 2.82 -0.99 3.55
C 0.23 -1.14 2.11
F 2.41 2.48 1.95
F 0.91 -2.81 -2.43
F -2.66 1.23 -1.84
H -0.52 -1.82 -0.36
H -2.08 -0.31 0.32
H -0.90 1.53 0.42
H 0.92 1.64 0.25

Output
Total charge: 0
Energy above the lowest of the compared OMol25 structures with the same formula, charge and spin (kJ/mol): 531.0
Maximum force (eV/A): 7.5
E (eV): -38059.1631
E_HOMO (eV): -10.144

Entry 5:
Molecular formula: BrH2NOS
Method: DFT, wB97M-V/def2-TZVPD

Last column: Mulliken charge in e.
Cartesian coordinates (Å):
N1 0.7405 0.2605 -0.4083  -0.49
O1 1.3886 -1.9729 0.2618  -0.41
S1 1.2834 -0.6156 0.7196  0.58
Br1 -2.2662 0.8083 0.3370  -0.26
H1 0.3896 1.1472 -0.0887  0.32
H2 -1.5360 0.3726 -0.8213  0.27

Atomic forces in eV per Å
N 0.33 -0.87 0.56
O 0.54 -0.52 0.36
S -0.84 0.65 -1.33
Br -0.17 -0.02 -0.27
H 0.40 0.73 0.38
H -0.26 0.03 0.30

Output
Total charge: 0
Energy above the lowest of the compared OMol25 structures with the same formula, charge and spin (kJ/mol): 48.9
Maximum force (eV/A): 1.7
E (eV): -84446.5375
E_HOMO (eV): -10.849

Entry 6:
Molecular formula: C48H46CdN7OS3Te
Method: DFT, wB97M-V/def2-TZVPD

Last column: Mulliken spin population.
Cartesian coordinates (Å):
Cd1 0.1755 2.3781 1.9454  0.01
S1 0.1320 0.4990 -1.0613  0.02
C1 -1.0912 -0.4909 -0.3191  0.24
N1 -2.0114 -1.0839 -1.1346  0.20
C2 -3.0498 -1.8837 -0.5026  -0.01
C3 -3.5611 -1.1231 0.6938  0.00
N2 -2.4478 -0.9396 1.6130  0.14
C4 -2.7188 -1.1786 3.0283  -0.02
C5 -3.0059 -2.6415 3.2972  0.01
C6 -4.2796 -3.0769 3.6454  0.00
C7 -4.5365 -4.4311 3.8438  0.00
C8 -3.5161 -5.3575 3.6900  0.00
C9 -2.2390 -4.9286 3.3419  0.00
C10 -1.9850 -3.5797 3.1455  0.00
C11 -1.2233 -0.6246 1.1093  0.21
S2 0.1538 -0.4536 2.1254  0.09
C12 -2.0562 -0.9637 -2.5940  -0.04
C13 -3.3335 -0.3310 -3.0948  0.02
C14 -4.2948 -1.0951 -3.7462  0.00
C15 -5.4944 -0.5242 -4.1577  0.00
C16 -5.7426 0.8184 -3.9083  0.00
C17 -4.7771 1.5925 -3.2722  0.00
C18 -3.5776 1.0218 -2.8713  0.00
H1 -2.6429 -2.8440 -0.1673  0.01
H2 -3.8468 -2.0649 -1.2197  0.00
H3 -4.3478 -1.6840 1.1949  0.00
H4 -3.9531 -0.1558 0.3621  0.01
H5 -3.5727 -0.5668 3.3330  0.00
H6 -1.8530 -0.8464 3.5891  0.00
H7 -5.0771 -2.3499 3.7727  0.00
H8 -5.5326 -4.7589 4.1172  0.00
H9 -3.7135 -6.4118 3.8432  0.00
H10 -1.4396 -5.6514 3.2291  0.00
H11 -0.9889 -3.2372 2.8775  0.00
H12 -1.9557 -1.9660 -3.0206  0.01
H13 -1.1953 -0.3846 -2.9089  0.00
H14 -4.1019 -2.1461 -3.9421  0.00
H15 -6.2317 -1.1267 -4.6750  0.00
H16 -6.6834 1.2625 -4.2126  0.00
H17 -4.9583 2.6462 -3.0936  0.00
H18 -2.8225 1.6272 -2.3770  0.00
N3 -1.8164 6.5063 6.4359  0.00
C19 -1.2577 5.6983 5.8160  0.00
N4 -0.5734 4.7990 5.1518  0.00
C20 -0.7718 3.8437 4.3767  0.00
N5 -0.9386 2.9216 3.6485  0.00
C21 2.3699 -4.8084 -4.5545  0.00
C22 2.3453 -3.6824 -3.5512  0.00
C23 2.3568 -3.9288 -2.1869  0.00
C24 2.3420 -2.8939 -1.2553  0.00
C25 2.3476 -3.2727 0.2166  0.00
C26 2.3321 -1.5576 -1.6958  0.03
Te1 2.4290 -0.0668 -0.0144  0.03
N6 1.9544 1.7944 0.8628  0.03
C27 2.7460 2.4452 1.7161  -0.01
O1 2.2489 3.3381 2.4677  0.00
C28 4.2165 2.1523 1.8321  0.00
C29 5.1532 3.1137 1.4669  0.00
C30 6.5075 2.8414 1.5835  0.00
C31 6.9356 1.6193 2.0968  0.00
C32 6.0038 0.6710 2.4913  0.00
C33 4.6459 0.9353 2.3551  0.00
C34 3.9860 0.9381 -1.0810  0.00
C35 3.7763 2.2407 -1.5254  0.00
C36 4.7780 2.9270 -2.1945  0.00
C37 6.0052 2.3120 -2.4018  0.00
C38 6.2187 1.0196 -1.9447  0.00
C39 5.2198 0.3042 -1.2814  0.00
C40 5.5043 -1.1020 -0.8063  0.00
C41 2.2943 -1.2917 -3.0737  -0.01
C42 2.2538 0.0925 -3.6913  0.00
C43 2.3006 -2.3595 -3.9693  0.00
H19 2.5331 -5.7697 -4.0662  0.00
H20 3.1651 -4.6583 -5.2869  0.00
H21 1.4265 -4.8623 -5.1035  0.00
H22 2.3817 -4.9559 -1.8302  0.00
H23 2.1921 -4.3453 0.3314  0.00
H24 1.5631 -2.7589 0.7746  0.00
H25 3.3012 -3.0258 0.6919  0.00
H26 4.8113 4.0690 1.0841  0.00
H27 7.2360 3.5849 1.2805  0.00
H28 7.9947 1.4148 2.2013  0.00
H29 6.3362 -0.2712 2.9132  0.00
H30 3.9171 0.2070 2.6895  0.00
H31 2.8227 2.7208 -1.3376  0.00
H32 4.6058 3.9399 -2.5434  0.00
H33 6.8040 2.8443 -2.9084  0.00
H34 7.1862 0.5504 -2.0940  0.00
H35 6.5757 -1.2995 -0.8021  0.00
H36 5.0233 -1.8377 -1.4560  0.00
H37 5.1341 -1.2564 0.2104  0.00
H38 2.0970 0.8776 -2.9671  0.00
H39 1.4465 0.1492 -4.4256  0.00
H40 3.1928 0.3073 -4.2083  0.00
H41 2.2738 -2.1388 -5.0356  0.00
S3 -2.2773 2.8704 0.4970  0.00
C44 -3.6935 3.5477 1.0861  0.00
N7 -4.2798 3.0293 2.2016  0.00
C45 -5.4731 3.4311 2.7115  0.00
C46 -6.1643 4.4313 2.1185  0.00
C47 -5.5816 5.0648 0.9950  0.00
C48 -4.3822 4.6447 0.4993  0.00
H42 -3.7449 2.3107 2.6685  0.00
H43 -5.8153 2.9194 3.6002  0.00
H44 -7.1213 4.7440 2.5108  0.00
H45 -6.0921 5.9042 0.5363  0.00
H46 -3.9106 5.1234 -0.3463  0.00

Atomic forces in eV per Å
Cd -0.55 -0.27 -0.26
S -0.12 0.23 0.36
C 0.03 -0.06 0.02
N -0.19 0.02 -0.02
C 0.14 0.00 -0.10
C 0.10 0.08 0.02
N 0.03 0.02 -0.08
C 0.05 -0.17 -0.07
C -0.03 0.04 -0.07
C 0.03 -0.02 0.04
C 0.04 0.06 -0.01
C -0.02 0.03 0.00
C -0.01 0.02 0.00
C 0.02 0.00 -0.01
C 0.03 -0.08 -0.03
S -0.63 -0.06 0.13
C 0.03 -0.15 0.04
C -0.05 -0.03 0.15
C -0.04 0.01 -0.06
C 0.02 0.04 0.01
C 0.04 -0.03 0.00
C 0.01 -0.02 0.00
C 0.01 0.06 0.04
H 0.01 -0.05 -0.07
H -0.01 0.03 -0.05
H 0.01 -0.01 0.06
H -0.04 0.06 0.07
H -0.04 0.00 -0.06
H 0.11 0.06 0.06
H 0.04 -0.05 -0.01
H 0.04 0.02 -0.01
H 0.02 0.05 -0.01
H -0.02 0.04 0.00
H -0.07 -0.03 0.01
H 0.03 -0.02 0.00
H 0.09 0.00 -0.02
H -0.01 0.05 0.03
H 0.02 0.01 0.05
H 0.07 -0.01 -0.01
H 0.01 -0.05 0.01
H -0.07 -0.02 0.03
N 0.25 -0.29 -0.26
C -0.39 -0.19 -0.19
N 0.58 0.18 0.37
C -0.76 0.10 -0.08
N -0.04 0.34 0.61
C -0.03 0.08 0.05
C 0.01 -0.03 -0.07
C 0.00 -0.06 0.02
C -0.02 0.12 0.15
C 0.04 0.07 -0.18
C 0.00 -0.08 0.03
Te 0.33 -0.16 -0.52
N 0.35 0.49 0.28
C 0.03 0.06 -0.24
O 0.44 -0.30 -0.24
C -0.11 0.01 0.15
C 0.03 -0.01 -0.08
C 0.00 -0.07 0.02
C -0.03 0.06 -0.05
C 0.03 0.02 -0.02
C 0.00 0.08 -0.01
C 0.16 0.04 -0.05
C -0.01 -0.09 -0.02
C 0.01 0.00 -0.01
C 0.04 -0.02 0.01
C -0.04 0.02 0.03
C -0.07 -0.04 0.01
C -0.11 0.16 -0.09
C 0.03 0.07 0.02
C 0.01 -0.24 0.06
C 0.00 0.03 -0.04
H -0.01 0.03 -0.02
H -0.02 -0.01 0.01
H 0.03 -0.01 0.02
H -0.01 0.06 -0.03
H 0.01 0.01 -0.03
H -0.02 0.00 0.03
H -0.02 0.00 0.01
H 0.04 -0.06 0.03
H -0.05 -0.03 0.02
H -0.04 0.01 -0.02
H -0.05 0.05 -0.02
H -0.03 -0.03 0.01
H 0.04 0.01 0.02
H 0.00 -0.09 0.04
H -0.07 -0.06 0.03
H -0.05 0.02 0.02
H 0.00 0.03 0.00
H 0.00 0.01 0.03
H 0.01 -0.01 0.01
H -0.05 0.10 0.10
H 0.04 -0.02 0.01
H -0.01 0.00 0.03
H 0.02 -0.03 0.08
S 0.31 -0.18 -0.66
C -0.05 0.13 0.37
N -0.11 0.11 0.01
C 0.14 -0.12 0.10
C -0.09 0.20 -0.16
C -0.03 -0.02 0.07
C 0.03 -0.08 -0.04
H 0.09 -0.08 0.10
H 0.07 -0.02 -0.03
H 0.08 0.00 0.01
H 0.04 -0.07 0.00
H -0.04 -0.02 -0.01

Output
Total charge: 0
Energy above the lowest of the compared OMol25 structures with the same formula, charge and spin (kJ/mol): 184.4
Maximum force (eV/A): 0.8
Spin multiplicity: 2
E (eV): -107362.4735
E_HOMO (alpha / beta) (eV): -6.638 / -7.688
<S²>: 0.7566